11
Properties=species:S:1:pos:R:3:nbo_charge:R:1 method="wB97M-V/def2-TZVPD" charge=0 homo_lumo_gap_ev=11.11 mol_weight_g_mol=83.09
H 2.14 -2.09 1.10 0.36
N 1.46 -1.56 0.57 -0.73
C 0.68 -0.94 1.34 0.41
O -0.30 -0.14 0.89 -0.48
C -0.35 -0.04 -0.53 -0.16
C -1.08 1.16 -0.91 -0.04
C -1.46 2.22 -1.33 -0.20
H 0.68 -0.93 2.44 0.16
H -0.75 -0.96 -0.96 0.22
H 0.67 0.08 -0.91 0.24
H -1.70 3.19 -1.70 0.24